# 1
{
  "formula": "C34H32BrClF33INO7",
  "method": "wB97M-V/def2-TZVPD",
  "elements": ["C", "C", "F", "C", "C", "Br", "C", "C", "C", "C", "C", "O", "O", "N", "C", "C", "I", "C", "C", "C", "O", "Cl", "H", "H", "H", "H", "H", "H", "H", "H", "H", "H", "H", "H", "H", "H", "H", "H", "C", "C", "C", "F", "F", "F", "F", "O", "C", "C", "F", "F", "F", "F", "H", "H", "H", "H", "C", "C", "C", "F", "F", "F", "F", "O", "C", "C", "F", "F", "F", "F", "H", "H", "H", "H", "C", "C", "C", "F", "F", "F", "F", "O", "C", "C", "F", "F", "F", "F", "H", "H", "H", "H", "C", "C", "C", "F", "F", "F", "F", "O", "C", "C", "F", "F", "F", "F", "H", "H", "H", "H"],
  "coordinates": [[-2.9294, -2.4828, -3.7241], [-3.0362, -2.2005, -2.0790], [-4.3266, -2.6893, -1.4990], [-1.6992, -2.7678, -1.3040], [-0.4305, -1.7894, -0.8231], [-0.5395, 0.2145, -1.1902], [0.9362, -2.4046, -0.0803], [2.1692, -1.3722, 0.3186], [3.4311, -1.3949, -0.7269], [3.0544, -1.7968, -2.2701], [2.3243, -0.5831, -3.1303], [2.7856, 0.6785, -2.9888], [1.1901, -0.9418, -4.0315], [1.0338, -3.9231, 0.1778], [2.2265, -4.5972, 0.8388], [-0.1062, -4.8745, -0.2436], [0.1726, -7.0569, 0.1316], [-1.4937, -4.3955, -0.9765], [-2.5838, -5.5618, -1.3734], [-2.1309, -6.4584, -2.7082], [-2.6038, -7.7039, -2.9564], [-0.9648, -5.6459, -3.8982], [-3.3396, -3.5434, -4.0281], [-1.7728, -2.3529, -3.9897], [-3.4682, -1.5964, -4.3139], [-3.0886, -1.0110, -1.9906], [2.6019, -1.7458, 1.3668], [1.7981, -0.2631, 0.5265], [3.9663, -0.3383, -0.6917], [4.1955, -2.2242, -0.3408], [2.4427, -2.7864, -2.3957], [4.0941, -1.9864, -2.8254], [1.5641, -1.5536, -4.7319], [2.7562, -5.3994, 0.1316], [3.0736, -3.8659, 1.1800], [1.8091, -5.0989, 1.8377], [-3.6595, -5.1565, -1.6302], [-2.7485, -6.3550, -0.4964], [-1.3493, 1.2988, 3.2194], [0.0618, 0.8179, 2.8480], [0.8874, 0.2927, 4.0167], [1.0979, 1.2339, 4.9631], [2.1186, -0.1021, 3.5928], [0.7134, 1.8131, 2.1882], [-0.0826, -0.1961, 1.9365], [-1.5055, 2.7086, 3.4025], [-1.1679, 3.1980, 4.6989], [0.0266, 4.1602, 4.6796], [1.1391, 3.5675, 4.1761], [0.3441, 4.5733, 5.9358], [-0.9887, 2.1508, 5.5393], [-2.2752, 3.8500, 5.1471], [-1.9913, 1.0659, 2.3601], [-1.7847, 0.7261, 4.0469], [0.4083, -0.5715, 4.4848], [-0.1897, 5.0431, 4.0709], [-7.9846, -4.6627, -7.2770], [-9.0954, -4.1375, -6.3547], [-8.7773, -2.8212, -5.6549], [-7.6961, -2.9137, -4.8499], [-9.8129, -2.4412, -4.8583], [-9.4284, -5.1067, -5.4604], [-10.2110, -3.9512, -7.1295], [-7.1265, -5.6631, -6.7218], [-6.0344, -5.1710, -5.9476], [-6.1145, -5.5873, -4.4733], [-7.2528, -5.1370, -3.8868], [-5.0803, -5.0668, -3.7598], [-5.9378, -3.8299, -6.1130], [-4.9143, -5.6977, -6.5130], [-8.4885, -5.1713, -8.1090], [-7.4181, -3.8548, -7.7556], [-8.6067, -2.0184, -6.3773], [-6.0905, -6.6762, -4.3706], [0.7850, 6.8429, 1.5276], [-0.5732, 7.2629, 2.1102], [-1.6003, 7.7142, 1.0783], [-1.1903, 8.7976, 0.3828], [-2.7638, 8.0712, 1.6868], [-0.3757, 8.2142, 3.0622], [-1.0826, 6.1768, 2.7740], [1.8185, 7.8307, 1.5661], [1.8180, 8.7586, 0.4830], [1.5519, 10.2004, 0.9344], [0.3519, 10.3165, 1.5583], [1.5185, 11.0488, -0.1279], [0.9517, 8.3349, -0.4683], [3.0559, 8.6740, -0.0761], [1.1600, 6.0353, 2.1694], [0.6934, 6.3821, 0.5368], [-1.8316, 6.9128, 0.3714], [2.3260, 10.5448, 1.6263], [5.6918, 0.6422, 4.4507], [5.8395, -0.1717, 3.1560], [6.8734, -1.2901, 3.2173], [8.1193, -0.8272, 3.4602], [6.9372, -1.9475, 2.0278], [6.0869, 0.6761, 2.1215], [4.6175, -0.7331, 2.8888], [6.3989, 1.8845, 4.4968], [7.7658, 1.7957, 4.8944], [8.7370, 2.2229, 3.7864], [8.5957, 1.4580, 2.6741], [10.0293, 2.0864, 4.1874], [8.0149, 0.5493, 5.3630], [7.8941, 2.6281, 5.9632], [4.6349, 0.9312, 4.5151], [5.8635, 0.0379, 5.3494], [6.6183, -2.0250, 3.9857], [8.5732, 3.2662, 3.5010]],
  "forces_ev_per_angstrom": [[0.58, 0.59, 0.37], [-0.22, 1.20, -0.84], [3.33, 0.61, -1.17], [3.10, -1.77, 2.08], [-0.11, -3.78, 0.41], [0.22, -2.96, 0.46], [-2.52, -0.54, -1.33], [0.18, -0.63, 1.06], [0.20, -0.49, -0.17], [0.52, 0.35, -1.05], [2.30, 5.28, 0.70], [-3.69, -8.49, -1.11], [3.44, 0.29, 1.25], [-3.25, 1.53, -2.14], [1.03, -0.59, 1.26], [-1.43, 3.03, -1.15], [-0.33, 2.30, -0.44], [2.66, 2.00, 0.94], [0.16, -0.50, -0.27], [-2.77, -6.34, -0.75], [3.43, 9.11, 1.86], [-1.44, -1.00, 1.50], [0.92, 2.29, 0.67], [-2.49, -0.53, 0.57], [0.89, -2.18, 1.50], [0.29, -2.80, 0.28], [-1.10, 0.84, -2.23], [0.38, -2.71, -0.82], [-1.21, -2.33, -0.16], [-1.59, 1.88, -0.93], [1.00, 1.91, 0.48], [-2.27, 0.52, 1.11], [-0.51, 0.82, 1.17], [-1.55, 1.82, 1.48], [-1.98, -0.99, -0.92], [1.03, 0.92, -2.36], [2.32, -0.38, 0.44], [0.61, 1.84, -1.95], [-1.08, 0.09, -0.43], [-0.27, 1.11, -0.35], [0.70, -0.28, 0.61], [0.16, -0.56, -0.47], [-0.15, -0.04, -0.34], [0.04, -0.42, 0.26], [0.00, -0.31, 0.55], [1.19, -0.15, 1.30], [-1.61, -0.95, -0.40], [0.64, 0.85, 0.10], [-0.33, 0.05, -0.10], [-0.47, -0.38, -0.21], [-0.14, 0.80, 0.09], [0.89, 0.02, -0.27], [0.32, 0.17, 0.03], [0.38, 0.13, -0.05], [-0.17, 0.03, -0.09], [-0.16, -0.40, 0.26], [-0.08, -0.45, -1.07], [-0.27, -1.07, 0.04], [-0.57, 0.90, 0.58], [-0.36, 0.15, -0.04], [0.04, -0.28, -0.32], [0.18, 0.47, -0.09], [0.52, 0.41, 0.17], [0.92, 1.13, 1.53], [-0.70, 0.03, -2.26], [-0.73, -0.41, 0.70], [0.57, -0.33, -0.38], [0.26, 0.11, -0.29], [0.66, -0.60, 0.39], [-0.32, 0.01, 0.73], [-0.01, -0.02, 0.39], [-0.14, -0.06, 0.37], [0.01, -0.13, -0.14], [0.07, 0.08, -0.24], [0.82, -0.75, 0.23], [0.80, 0.76, 0.63], [-1.15, 0.43, -0.27], [-0.35, -0.40, 0.32], [0.31, -0.27, 0.17], [-0.25, -0.31, -0.46], [-0.35, 0.10, -0.63], [-0.98, 1.07, -1.11], [0.43, -1.96, -0.01], [-0.28, 1.00, 0.31], [0.57, -0.21, -0.10], [0.19, -0.61, 0.06], [0.69, 0.58, 0.03], [-0.53, 0.50, 0.40], [-0.08, 0.32, 0.05], [-0.19, 0.32, 0.16], [0.15, -0.11, 0.05], [0.07, -0.24, -0.10], [-0.86, 0.55, 0.60], [0.05, 1.16, -0.26], [0.66, -0.72, -0.29], [-0.53, -0.39, -0.29], [-0.36, 0.11, -0.07], [0.05, -0.47, 0.24], [0.27, -0.42, 0.16], [1.61, -0.91, -0.17], [-1.66, -0.25, 1.16], [0.71, 0.26, -0.72], [-0.17, 0.34, 0.39], [-0.58, -0.03, 0.30], [0.41, 0.79, 0.04], [0.24, -0.16, -0.83], [0.25, 0.03, -0.26], [0.20, 0.00, -0.35], [-0.13, 0.12, 0.08], [-0.15, -0.06, 0.21]],
  "lowdin_charge": [-0.04, -0.24, -0.09, 0.01, -0.36, 0.75, -0.03, -0.15, -0.17, -0.11, -0.28, -0.01, -0.05, -0.12, -0.13, -0.42, 0.96, -0.10, -0.15, -0.60, -0.07, 0.59, 0.07, 0.09, 0.11, 0.13, 0.11, 0.11, 0.15, 0.12, 0.11, 0.15, 0.13, 0.11, 0.10, 0.11, 0.13, 0.12, -0.05, -0.43, -0.28, 0.10, 0.07, 0.12, 0.04, 0.04, -0.47, -0.26, 0.08, 0.10, 0.12, 0.15, 0.15, 0.15, 0.18, 0.14, -0.05, -0.43, -0.29, 0.08, 0.09, 0.13, 0.11, 0.04, -0.48, -0.25, 0.10, 0.06, 0.12, 0.14, 0.15, 0.15, 0.18, 0.18, -0.05, -0.42, -0.29, 0.09, 0.10, 0.13, 0.08, 0.04, -0.47, -0.26, 0.09, 0.10, 0.12, 0.14, 0.14, 0.15, 0.17, 0.18, -0.05, -0.43, -0.29, 0.09, 0.08, 0.12, 0.07, 0.04, -0.47, -0.26, 0.09, 0.10, 0.12, 0.14, 0.14, 0.15, 0.18, 0.18],
  "charge": 1,
  "gap_ev": 7.5,
  "lumo_energy_ha": -0.1843
}


# 2
{
  "formula": "ArH16O8",
  "method": "wB97M-V/def2-TZVPD",
  "elements": ["Ar", "O", "H", "H", "O", "H", "H", "O", "H", "H", "O", "H", "H", "O", "H", "H", "O", "H", "H", "O", "H", "H", "O", "H", "H"],
  "coordinates": [[0.7086, 0.2528, -0.0409], [0.8360, -0.9378, -3.4048], [1.0455, -0.1315, -2.9335], [0.3916, -1.4855, -2.7577], [2.0775, 2.9554, -1.7733], [2.7298, 2.2658, -1.8972], [1.9352, 2.9841, -0.8272], [1.5881, 0.5161, 3.7578], [0.8653, 0.9847, 4.1752], [1.1675, -0.0343, 3.0972], [-0.1632, -2.7651, -1.7331], [-0.7872, -3.3957, -2.0927], [0.4237, -3.2913, -1.1901], [-1.2157, 2.4631, 0.3460], [-1.1946, 2.2759, 1.2845], [-1.0472, 3.4033, 0.2849], [-1.5428, -1.8968, 0.8712], [-1.0492, -2.0468, 0.0650], [-1.8675, -2.7627, 1.1185], [-0.2319, -1.7914, 3.5294], [-0.7348, -1.8090, 2.7152], [-0.5744, -1.0357, 4.0068], [-0.8574, 1.8950, -2.4564], [-1.5122, 1.2103, -2.5932], [-0.9906, 2.1772, -1.5515]],
  "forces_ev_per_angstrom": [[0.20, -0.20, 0.04], [0.29, 0.24, -0.47], [-0.08, 0.43, -0.04], [-0.03, -0.22, 0.13], [-0.04, 0.23, -0.11], [0.17, -0.17, -0.08], [-0.03, -0.01, 0.24], [0.28, 0.38, 0.05], [-0.08, 0.18, 0.16], [-0.07, -0.46, -0.14], [-0.41, -0.13, 0.63], [-0.26, -0.15, -0.28], [0.45, -0.14, 0.08], [-0.12, 0.16, -0.05], [-0.01, -0.18, 0.21], [-0.01, 0.38, -0.01], [-0.15, 0.14, 0.56], [0.26, 0.05, -0.55], [-0.25, -0.27, 0.02], [0.27, -0.08, 0.20], [-0.23, 0.03, -0.63], [-0.11, 0.04, 0.27], [0.16, 0.01, -0.45], [-0.17, -0.16, -0.09], [-0.02, -0.09, 0.34]],
  "nbo_charge": [0.00, -0.97, 0.47, 0.48, -0.93, 0.47, 0.46, -0.94, 0.45, 0.48, -0.95, 0.49, 0.49, -0.95, 0.48, 0.48, -0.96, 0.49, 0.47, -0.95, 0.49, 0.46, -0.95, 0.46, 0.48],
  "charge": 0,
  "gap_ev": 10.4,
  "lumo_energy_ha": -0.0056,
  "e_above_lowest_ev": 0.798
}


# 3
{
  "formula": "CHClF2O",
  "method": "wB97M-V/def2-TZVPD",
  "elements": ["C", "O", "F", "F", "Cl", "H"],
  "coordinates": [[0.6236, 0.5593, -0.1764], [-1.4828, 2.1345, -0.2547], [0.7287, -0.0685, -1.3543], [1.4405, 1.5550, 0.0140], [-1.3910, 3.5823, 0.3991], [0.4061, -0.2552, 0.6775]],
  "forces_ev_per_angstrom": [[-1.83, -2.36, 1.21], [0.24, -0.42, -0.06], [0.31, 0.98, 0.64], [0.32, -0.40, -0.13], [0.18, -0.14, 0.00], [0.78, 2.33, -1.66]],
  "nbo_charge": [0.63, -0.50, -0.32, -0.30, 0.34, 0.14],
  "charge": 0,
  "gap_ev": [10.3, 6.9],
  "lumo_energy_ha": [0.0021, -0.0727],
  "e_above_lowest_ev": 5.876
}


# 4
{
  "formula": "C24H24N2O5",
  "method": "wB97M-V/def2-TZVPD",
  "elements": ["C", "C", "O", "C", "C", "C", "C", "C", "C", "C", "O", "C", "O", "C", "O", "N", "C", "C", "C", "C", "N", "C", "C", "C", "C", "C", "C", "C", "C", "C", "O", "H", "H", "H", "H", "H", "H", "H", "H", "H", "H", "H", "H", "H", "H", "H", "H", "H", "H", "H", "H", "H", "H", "H", "H"],
  "coordinates": [[6.2026, 1.8492, 0.9326], [4.7706, 1.3880, 0.7139], [4.8174, 0.0810, 0.1775], [3.6356, -0.5511, -0.1176], [2.3708, -0.0332, 0.0808], [1.2450, -0.7810, -0.2556], [-0.1259, -0.1867, -0.0194], [-0.3648, 1.0338, -0.8756], [-0.4786, 0.9309, -2.3283], [-0.7380, 2.2310, -3.0408], [-0.3975, -0.1360, -2.9010], [-0.4887, 2.1027, -0.0611], [-0.6912, 3.3965, -0.3105], [-0.4183, 1.6553, 1.3582], [-0.5141, 2.4053, 2.3165], [-0.2485, 0.3241, 1.3308], [-0.3104, -0.5378, 2.4823], [-1.7698, -0.8385, 2.8834], [-2.5530, -1.3350, 1.7143], [-2.6604, -2.6202, 1.2675], [-3.3681, -2.6554, 0.0957], [-3.7266, -1.3834, -0.2461], [-4.4135, -0.9041, -1.3542], [-4.6095, 0.4564, -1.4425], [-4.1508, 1.3233, -0.4464], [-3.4735, 0.8545, 0.6556], [-3.2383, -0.5164, 0.7608], [1.3925, -2.0438, -0.7969], [2.6574, -2.5694, -1.0053], [3.7819, -1.8383, -0.6684], [5.0202, -2.3571, -0.8646], [6.2058, 2.8527, 1.3476], [6.7097, 1.1781, 1.6209], [6.7418, 1.8526, -0.0110], [4.2553, 2.0602, 0.0146], [4.2223, 1.3823, 1.6658], [2.2364, 0.9522, 0.4997], [-0.8838, -0.9485, -0.2216], [-1.6733, 2.6546, -2.6815], [0.0527, 2.9422, -2.8153], [-0.7953, 2.0625, -4.1124], [-0.7559, 3.8382, 0.5581], [0.2171, -1.4621, 2.2359], [0.1969, -0.0392, 3.3130], [-2.2206, 0.0802, 3.2607], [-1.7614, -1.5790, 3.6846], [-2.2805, -3.5237, 1.7054], [-3.5866, -3.4842, -0.4299], [-4.7737, -1.5750, -2.1197], [-5.1326, 0.8645, -2.2943], [-4.3367, 2.3825, -0.5495], [-3.1333, 1.5314, 1.4250], [0.5212, -2.6159, -1.0730], [2.7908, -3.5503, -1.4314], [5.6662, -1.6946, -0.5819]],
  "forces_ev_per_angstrom": [[-0.37, -0.23, -0.10], [0.13, 0.40, 0.17], [-0.10, -0.42, -0.18], [0.03, -0.10, -0.05], [0.18, -0.06, -0.01], [-0.01, -0.23, 0.01], [0.08, -0.04, -0.49], [-0.03, 0.27, 0.69], [-0.08, 0.32, -0.27], [0.03, -0.20, -0.29], [-0.01, -0.02, 0.11], [0.05, -0.51, -0.41], [-0.02, 0.02, 0.13], [0.09, 0.03, 0.00], [-0.13, 0.13, 0.14], [-0.04, 0.08, -0.04], [-0.16, 0.09, 0.46], [0.27, -0.09, -0.19], [-0.04, -0.27, 0.17], [0.11, 0.20, 0.35], [-0.05, -0.35, -0.27], [0.03, 0.54, 0.12], [-0.07, -0.02, -0.11], [-0.06, -0.13, -0.12], [0.01, 0.25, 0.09], [-0.05, -0.02, -0.04], [-0.20, -0.36, -0.27], [-0.03, 0.24, 0.13], [0.39, 0.06, 0.04], [-0.19, 0.22, 0.09], [0.12, 0.01, 0.00], [0.03, 0.11, 0.05], [0.07, -0.02, 0.08], [0.07, 0.04, -0.07], [-0.01, -0.10, 0.09], [-0.01, -0.01, -0.14], [0.05, 0.13, 0.06], [0.01, 0.08, 0.02], [-0.08, 0.10, 0.05], [0.05, 0.12, 0.03], [0.00, -0.03, -0.03], [0.03, -0.12, -0.06], [0.02, 0.07, 0.03], [0.06, -0.10, -0.07], [0.00, -0.02, 0.12], [-0.02, 0.06, 0.09], [0.07, -0.17, 0.07], [0.03, 0.09, 0.06], [-0.04, -0.04, -0.11], [-0.05, 0.01, -0.08], [-0.01, 0.09, 0.01], [0.05, 0.11, 0.10], [-0.15, -0.06, -0.04], [0.04, -0.14, -0.06], [-0.05, -0.04, -0.01]],
  "nbo_charge": [-0.62, -0.06, -0.54, 0.30, -0.31, -0.05, -0.01, -0.21, 0.57, -0.71, -0.54, 0.29, -0.64, 0.61, -0.65, -0.41, -0.21, -0.43, -0.10, -0.02, -0.54, 0.20, -0.25, -0.21, -0.24, -0.20, -0.12, -0.19, -0.26, 0.26, -0.66, 0.22, 0.21, 0.21, 0.17, 0.17, 0.22, 0.23, 0.24, 0.23, 0.23, 0.51, 0.21, 0.22, 0.22, 0.22, 0.21, 0.41, 0.21, 0.21, 0.21, 0.22, 0.22, 0.22, 0.49],
  "charge": 0,
  "gap_ev": 8.3,
  "lumo_energy_ha": 0.0102,
  "smiles": "CCOc1cc([C@@H]2C(C(C)=O)=C(O)C(=O)N2CCc2c[nH]c3ccccc23)ccc1O",
  "e_above_lowest_ev": 0.347
}


Listing calculated total energy for the structures above in their given order: -231921.4600; -30993.8308; -21052.5546; -38496.3538 eV.